Entry 1:
ORCA calculation (the ωB97M-V functional and the def2-TZVPD basis) on a molecular structure, C3H5HgMgO4 in a non-equilibrium geometry.

Multiplicity: 3
Frontier orbital gap (alpha / beta) in eV: 5.624 / 5.785
HOMO energy (alpha / beta) in eV: -11.003 / -12.176
Charge: +1

Cartesian coordinates (Å):
1 Hg 0.190 1.629 3.903
2 Mg -0.098 -0.015 -1.941
3 O -0.012 -1.583 -0.682
4 O 1.324 3.329 1.245
5 O -0.388 2.109 1.134
6 O 0.824 2.290 -0.702
7 C -0.426 0.642 1.062
8 C 0.091 -1.675 0.592
9 C 0.496 2.735 0.390
10 H 2.217 3.385 0.880
11 H -1.359 0.564 0.471
12 H -0.657 -2.213 1.201
13 H 1.118 -1.534 0.983
14 H 0.606 0.417 0.742

***

Entry 2:
ORCA calculation (the ωB97M-V functional and the def2-TZVPD basis) on 12 unconnected molecules or ions with the total composition C6H36NO12 in a non-equilibrium geometry.

Frontier orbital gap in eV: 7.631
HOMO energy in eV: -4.972
Energy above the lowest of the compared OMol25 structures with the same formula, charge and spin in eV: 5.938
Charge: -1

Cartesian coordinates (Å):
1 O 1.619 -0.374 3.373
2 O 1.891 1.640 1.633
3 O -1.406 0.889 3.732
4 O -4.324 -0.284 -1.211
5 O -0.504 -1.933 2.384
6 O -1.946 0.979 -4.098
7 O 2.507 1.626 -1.100
8 O 4.200 0.929 0.963
9 O 2.928 -1.915 0.500
10 O -2.540 3.061 2.302
11 O -0.405 -4.201 0.796
12 O -2.395 2.463 -1.029
13 N -1.202 -2.288 -2.703
14 C 0.658 -0.891 -2.780
15 C 0.303 0.017 -0.302
16 C 0.643 1.945 1.661
17 C 0.070 0.067 -1.862
18 C 0.312 -2.398 -2.406
19 C -0.244 1.098 0.563
20 H -0.999 -0.030 -1.916
21 H -3.592 0.265 -0.929
22 H -1.217 0.723 1.068
23 H 0.868 -3.142 -2.963
24 H -0.482 1.979 -0.028
25 H 4.199 1.299 0.085
26 H -0.557 0.435 3.766
27 H -0.392 -3.546 1.526
28 H 1.875 1.811 -0.403
29 H 1.309 -0.386 -0.066
30 H -1.589 1.933 -1.180
31 H -2.660 2.051 2.142
32 H 0.377 -3.855 0.364
33 H -0.814 -1.068 2.105
34 H 3.862 1.497 1.655
35 H 0.080 1.813 2.625
36 H -2.569 0.392 -3.646
37 H 3.375 -1.058 0.540
38 H 0.653 -2.721 -1.396
39 H -1.529 -2.423 -1.711
40 H 2.109 0.233 2.698
41 H 0.538 -0.680 -3.895
42 H -4.133 -1.123 -0.771
43 H 2.892 -2.187 1.425
44 H -0.218 -0.875 -0.046
45 H 1.785 -0.755 -2.828
46 H -1.349 1.450 2.958
47 H 2.770 0.717 -1.015
48 H 0.445 1.048 -2.006
49 H 0.315 -1.716 2.854
50 H -1.380 1.560 -3.593
51 H -1.983 3.266 1.546
52 H 0.452 3.028 1.441
53 H -2.824 2.618 -1.870
54 H -1.494 -3.176 -3.112
55 H 1.711 0.194 4.161

***

Entry 3:
ORCA calculation (the ωB97M-V functional and the def2-TZVPD basis) on 2 unconnected molecules or ions with the total composition C4H11NS in a non-equilibrium geometry.

Frontier orbital gap in eV: 9.305
HOMO energy in eV: -8.358
Energy above the lowest of the compared OMol25 structures with the same formula, charge and spin in eV: 1.593
SMILES string: C=NC.CSC
Charge: 0

Cartesian coordinates (Å):
1 S -1.099 0.135 -4.361
2 N 0.088 -0.200 3.318
3 C 0.419 1.005 3.341
4 C 0.454 0.958 -3.844
5 C -1.729 -0.617 -2.813
6 C 0.906 -1.198 3.984
7 H 1.470 -0.813 4.844
8 H -0.267 1.794 3.048
9 H -2.708 -0.994 -3.107
10 H 1.644 -1.590 3.291
11 H 0.291 1.970 -4.206
12 H 1.254 0.468 -4.389
13 H 1.352 1.389 3.777
14 H 0.624 0.962 -2.774
15 H 0.235 -1.913 4.450
16 H -1.056 -1.432 -2.570
17 H -1.881 0.076 -1.991

***

Entry 4:
ORCA calculation (the ωB97M-V functional and the def2-TZVPD basis) on a gas-phase ion, C6H11N (charge +1) in a non-equilibrium geometry.

Multiplicity: 2
Frontier orbital gap (alpha / beta) in eV: 10.404 / 6.146
HOMO energy (alpha / beta) in eV: -13.774 / -13.714
Energy above the lowest of the compared OMol25 structures with the same formula, charge and spin in eV: 2.238
Charge: +1

Cartesian coordinates (Å):
1 N 0.100 1.574 1.272
2 C -0.214 -0.293 -0.436
3 C -0.085 -1.661 -0.324
4 C 0.561 -2.502 -1.292
5 C -2.027 0.606 0.663
6 C -0.716 0.608 0.567
7 C 1.289 2.013 0.509
8 H 0.606 -3.507 -0.879
9 H -2.404 1.177 1.489
10 H 2.158 1.290 0.715
11 H 0.063 0.290 -1.304
12 H 0.049 -2.424 -2.282
13 H -0.450 -2.241 0.577
14 H -2.743 0.017 0.278
15 H 1.605 -2.317 -1.506
16 H -0.444 2.306 1.709
17 H 1.088 2.116 -0.651
18 H 1.564 2.949 0.895

***

Entry 5:
ORCA calculation (the ωB97M-V functional and the def2-TZVPD basis) on C24H25NO8 in the gas phase.

Frontier orbital gap in eV: 8.063
HOMO energy in eV: -8.164
Energy above the lowest of the compared OMol25 structures with the same formula, charge and spin in eV: 0.213
SMILES string: COc1cc(C(=O)NCC(=O)OCc2cc(=O)oc3c(C)c(C)ccc23)cc(OC)c1OC
Charge: 0

Cartesian coordinates (Å):
1 O 3.873 -1.706 -0.448
2 O -3.798 -1.955 3.280
3 O -2.206 -1.419 1.794
4 O 0.239 -3.635 2.514
5 O 0.086 2.345 -0.492
6 O 1.079 0.541 -1.273
7 O 0.448 -3.388 -3.399
8 O 2.995 -2.096 -3.022
9 N -1.553 -3.796 1.152
10 C 4.298 -1.415 0.860
11 C -0.220 -3.583 1.389
12 C -1.688 2.218 1.134
13 C 0.044 5.109 -0.653
14 C 0.238 0.992 -0.532
15 C -1.892 6.514 1.015
16 C -0.632 0.208 0.320
17 C -0.883 4.355 0.249
18 C -1.808 5.022 1.047
19 C -2.606 2.918 1.925
20 C -2.658 4.290 1.877
21 C 0.903 -2.758 -4.578
22 C -2.463 -0.038 1.990
23 C -2.927 -2.280 2.520
24 C 0.202 -3.498 -1.112
25 C 2.220 -2.453 -1.954
26 C 2.640 -2.260 -0.621
27 C -0.830 2.956 0.300
28 C 0.602 -3.268 0.194
29 C -1.558 0.781 1.117
30 C 0.990 -3.089 -2.186
31 C 3.610 -0.816 -3.001
32 C -2.481 -3.711 2.247
33 C 1.829 -2.653 0.429
34 H 0.888 -1.670 -4.479
35 H -2.302 0.211 3.048
36 H 0.663 5.794 -0.074
37 H 2.972 -0.087 -2.500
38 H -2.662 6.872 1.693
39 H -0.716 -4.009 -1.358
40 H -0.940 6.956 1.304
41 H 3.618 -0.715 1.356
42 H -3.274 2.379 2.577
43 H 5.278 -0.950 0.752
44 H 4.393 -2.321 1.466
45 H -0.523 5.700 -1.371
46 H -3.371 4.816 2.494
47 H -3.359 -4.338 2.074
48 H -0.489 -0.860 0.279
49 H 4.584 -0.853 -2.509
50 H 1.908 -3.084 -4.850
51 H -2.124 6.862 0.010
52 H 2.120 -2.506 1.456
53 H -3.516 0.169 1.756
54 H -1.909 -3.552 0.242
55 H -1.962 -4.067 3.144
56 H 3.740 -0.538 -4.048
57 H 0.196 -3.062 -5.350
58 H 0.689 4.424 -1.193

***

Entry 6:
ORCA calculation (the ωB97M-V functional and the def2-TZVPD basis) on 2 unconnected molecules or ions with the total composition C4H11N5 in a non-equilibrium geometry.

Frontier orbital gap (alpha / beta) in eV: 9.708 / 9.708
HOMO energy (alpha / beta) in eV: -8.939 / -8.939
Energy above the lowest of the compared OMol25 structures with the same formula, charge and spin in eV: 2.752
SMILES string: [H]/N=N\N(C)C.CNC#N
Charge: 0

Cartesian coordinates (Å):
1 N 0.097 -0.117 0.861
2 N 1.693 -0.089 -1.958
3 N -0.683 -0.300 -2.585
4 N -1.123 0.392 1.352
5 N 1.071 0.607 0.930
6 C 0.426 -0.244 -2.279
7 C -1.400 0.773 2.724
8 C 2.703 -0.929 -2.578
9 C -2.267 -0.122 0.625
10 H -1.741 -0.095 3.299
11 H 2.754 -1.926 -2.126
12 H -2.170 1.546 2.753
13 H 1.834 0.128 -0.973
14 H -0.496 1.178 3.182
15 H -3.086 0.597 0.674
16 H -1.977 -0.276 -0.413
17 H 2.481 -1.035 -3.640
18 H 0.824 1.432 1.579
19 H 3.673 -0.444 -2.468
20 H -2.614 -1.074 1.040